This record from the OMol25 dataset describes a molecular structure, C5H8 in a non-equilibrium geometry. The level of theory is the ωB97M-V functional and the def2-TZVPD basis.

The geometry in XYZ format:
```
13
Properties=species:S:1:pos:R:3:forces:R:3
C 1.07444 -1.00009 -0.23587 -0.013 -0.229 0.336
C 0.02932 0.03757 0.06846 -1.417 0.138 1.940
C 0.51837 1.40385 0.46026 0.101 0.373 -0.118
C -1.31903 -0.22951 -0.20132 -0.492 -0.116 -1.779
C -2.39629 -0.78561 -0.49541 -0.190 0.305 0.104
H 0.67793 -1.89843 -0.69369 -0.257 -0.012 -0.028
H 1.82177 -0.58763 -0.90860 0.034 0.261 -0.159
H 1.61038 -1.29484 0.65852 0.168 -0.060 0.260
H -1.00734 -0.08690 1.09615 2.045 -0.405 -0.499
H 1.21079 1.36068 1.30818 -0.089 -0.027 -0.101
H -0.30039 2.08380 0.71141 0.091 -0.166 -0.044
H 1.06931 1.84071 -0.37663 0.022 0.048 -0.026
H -2.98928 -0.84360 -1.39148 -0.002 -0.109 0.115
```
Forces are in eV/Å.

Computed properties:
**Largest force on an atom**: 2.41 eV/A
**Total charge**: 0
**HOMO-LUMO gap**: 8.40 eV
**Total energy**: -195.130564 a.u.
**2S+1**: 1
**Relative energy (zero: lowest compared OMol25 entry of this formula, charge and spin)**: 101.32 kcal per mole

This record from the OMol25 dataset describes a molecular structure, C24H23N3O5S2 in a non-equilibrium geometry. The level of theory is the ωB97M-V functional and the def2-TZVPD basis.

The geometry in XYZ format:
```
57
Properties=species:S:1:pos:R:3:forces:R:3
C -7.73940 -1.11562 -0.64667 -0.852 -0.213 -0.445
C -6.77062 -0.03665 -1.33970 -9.868 -0.061 -3.366
H -7.25461 1.04252 -1.30656 0.858 -2.039 0.101
H -6.64592 -0.26464 -2.41637 -0.559 0.066 0.116
O -5.67227 -0.14857 -0.76143 6.689 -1.924 6.040
C -4.87607 0.87401 -0.95126 3.822 -4.755 4.618
O -5.12120 1.59322 -1.75302 -3.230 9.246 -9.203
C -3.60254 0.97671 -0.31784 1.710 -3.394 3.678
C -2.63344 1.89775 -0.60932 2.454 -12.034 13.612
C -1.37175 1.85730 0.20164 0.425 6.603 -6.532
C -1.27522 1.21877 1.29287 0.292 -6.835 4.945
C -2.32274 0.20272 1.49784 3.233 -2.341 3.474
C -3.36482 -0.10583 0.75409 2.397 7.285 -4.154
H -4.14078 -0.54387 1.15305 -3.763 -3.324 1.363
H -2.07929 -0.58444 2.29835 -0.370 1.712 -0.692
N -0.07954 1.05941 2.08629 2.232 4.173 -3.334
C 0.47265 0.13639 3.02766 -1.842 3.653 -1.504
O -0.27024 -0.52151 3.70354 1.267 -0.663 0.546
C 1.99592 0.68248 3.29077 -7.210 -9.656 7.757
H 2.23823 -0.22549 4.04297 0.355 1.812 -1.483
H 1.90493 1.47265 3.87550 -0.537 3.788 2.647
S 2.87605 0.96626 2.09452 7.352 2.212 -9.142
C 2.51583 -0.39352 1.02000 -3.311 -2.673 3.296
N 1.46317 -1.16972 1.55690 2.285 -0.451 -6.920
C 1.15502 -2.09891 0.38570 -2.813 -0.710 12.428
C 1.89723 -2.59085 -0.52948 -4.176 -5.863 -2.773
C 2.93035 -2.02567 -1.02432 7.111 7.931 -4.535
O 3.59613 -1.85783 -2.06419 -1.750 -2.186 2.799
N 3.14073 -0.78532 -0.05474 4.343 1.720 -1.403
C 4.25383 0.13317 -0.52363 -5.798 1.656 -0.990
C 5.57132 -0.03604 -0.55325 -1.357 -9.120 3.501
C 6.48079 0.72694 -1.07840 3.183 3.026 -0.142
C 6.14050 1.99828 -1.47364 -6.741 -6.853 0.579
C 4.74430 2.15255 -1.62089 2.531 1.355 0.409
C 3.76672 1.32147 -1.15089 1.007 0.368 0.010
O 2.49597 1.78963 -1.16927 0.613 -3.558 0.648
C 2.00074 2.71564 -2.08364 -6.575 3.079 16.155
H 0.88997 2.61341 -1.67965 1.661 0.132 -2.856
H 2.34463 2.77837 -2.91657 3.697 0.536 -10.139
H 2.11342 3.77028 -1.30339 0.287 -1.880 -3.174
H 4.56179 3.14785 -1.87289 -1.275 1.417 -0.699
H 6.70733 2.73564 -1.60989 4.818 5.630 -1.454
H 7.46213 0.46397 -0.85315 1.803 -0.365 -0.179
H 5.79807 -1.24196 -0.06208 -0.047 3.850 -1.525
S 1.05824 -3.95845 -1.39225 1.031 -0.005 0.182
C 0.21528 -4.43564 0.10684 -3.227 -1.466 0.020
H 0.59811 -5.30398 0.71087 -0.104 0.573 -1.103
C 0.09753 -3.25307 1.00633 -2.840 6.540 -2.962
H -0.90707 -2.43852 0.62605 2.079 -2.745 0.826
H -0.18990 -3.26306 2.08415 1.279 -0.209 -0.797
H -0.87557 -4.64433 -0.32157 2.270 -0.287 1.239
H 0.70246 1.75143 1.49003 -2.499 -2.859 2.659
H -0.44729 2.67656 -0.13400 -2.749 -2.440 0.943
H -2.67828 2.46788 -1.23855 -1.185 11.124 -12.325
H -7.16657 -2.14327 -0.67708 -1.253 1.952 0.214
H -7.94978 -0.79993 0.52320 0.331 -0.890 -3.195
H -8.75445 -1.23654 -1.33959 2.516 0.359 2.220
```
Forces are in eV/Å.

Computed properties:
**Largest force on an atom**: 18.33 eV/A
**Total charge**: 0
**HOMO-LUMO gap**: 8.15 eV
**Total energy**: -2264.536431 a.u.
**2S+1**: 1
**Relative energy (zero: lowest compared OMol25 entry of this formula, charge and spin)**: 458.00 kcal per mole

This record from the OMol25 dataset describes 2 unconnected molecules or ions with the total composition C8H14Cl2 in a non-equilibrium geometry. The level of theory is the ωB97M-V functional and the def2-TZVPD basis.

The geometry in XYZ format:
```
24
Properties=species:S:1:pos:R:3:forces:R:3
C 0.98121 -0.00645 1.34351 0.091 -0.023 2.969
C 0.18768 -0.37221 0.34924 0.667 0.363 0.026
C 4.37695 0.03189 0.61741 -0.243 -1.530 1.329
C 0.77762 -1.41225 -0.57368 -0.863 -0.842 -0.442
C -2.24506 -0.71939 0.13128 -2.676 -2.328 0.336
C -0.96778 0.73717 -1.46295 1.992 1.237 0.482
C -1.39271 1.49745 0.84093 -4.844 -2.202 -1.651
C -1.13514 0.27501 -0.02660 2.133 -0.709 0.175
Cl 4.57664 1.48974 -0.07752 0.211 1.602 -0.988
Cl 4.47027 -1.24566 -0.51035 0.147 -0.053 -0.311
H 1.74891 -0.69899 1.58958 1.247 -0.426 -0.541
H 0.93850 0.60222 2.30228 -1.037 0.052 -1.806
H 0.49917 -2.44847 -0.29061 -0.336 0.522 -0.398
H 1.84323 -1.46000 -0.65400 0.691 0.417 0.669
H 0.50821 -1.17108 -1.59861 -0.434 -0.538 -0.093
H -2.34833 -1.52533 -0.67226 0.352 1.376 0.539
H -3.28045 -0.22335 0.22313 1.511 -0.562 -0.312
H -2.17794 -1.39855 1.04349 0.239 1.250 -0.684
H -1.77270 1.34652 -1.62497 -2.261 1.701 -0.911
H -0.06814 1.40814 -1.62790 -0.772 -0.798 0.514
H -0.95102 0.03352 -2.24242 -0.034 -1.327 -0.670
H -0.60593 2.10671 0.84016 3.110 2.666 0.054
H -1.68745 1.21096 1.84917 -0.096 0.168 -0.023
H -2.27574 1.94241 0.23170 1.203 -0.016 1.737
```
Forces are in eV/Å.

Computed properties:
**Largest force on an atom**: 5.57 eV/A
**Total charge**: 0
**HOMO-LUMO gap**: 8.30 eV
**Total energy**: -1233.423181 a.u.
**2S+1**: 1
**Relative energy (zero: lowest compared OMol25 entry of this formula, charge and spin)**: 103.26 kcal per mole

This record from the OMol25 dataset describes a molecular structure, C15H43AlAsF6NO17P4 in a non-equilibrium geometry. The level of theory is the ωB97M-V functional and the def2-TZVPD basis.

The geometry in XYZ format:
```
88
Properties=species:S:1:pos:R:3:forces:R:3
Al -0.29061 0.56488 -0.99117 -0.035 0.150 0.030
As -2.16247 6.09741 2.01704 -0.618 1.392 -1.015
F -3.79038 5.50589 2.57869 1.998 0.600 -0.515
F -1.67167 4.37434 1.66863 -0.365 1.796 0.164
F -0.61294 6.79007 1.23899 -1.816 -1.306 1.388
F -2.62637 7.82618 2.42826 0.543 -2.396 -0.577
F -1.46072 5.93499 3.61821 -0.320 0.017 -1.208
F -2.86729 6.28365 0.36471 0.672 -0.443 1.721
C 0.01344 0.41112 5.13709 -1.130 2.654 -3.040
O 0.11218 -0.13314 4.06108 -0.409 -0.418 -2.098
N 0.39497 -0.20475 6.17226 2.652 -3.686 7.114
C 0.81182 0.55037 7.39672 -0.640 0.114 -1.120
C 0.63941 -1.70820 6.26535 -1.534 0.399 -1.382
H -0.31442 1.45134 5.28759 0.048 -0.075 -0.217
H 0.36915 0.12598 8.29784 0.456 -0.447 -0.067
H 0.48576 1.59016 7.37209 -0.117 -0.048 -0.421
H 1.89985 0.55816 7.33178 0.120 -0.183 0.666
H -0.05335 -2.12706 6.99525 -0.040 0.422 0.380
H 0.31941 -2.13639 5.31544 0.096 0.221 -0.042
H 1.61074 -2.15711 6.47300 0.459 1.139 0.173
C 4.40628 4.31581 4.31569 0.332 -0.774 0.076
O 4.63205 2.86552 4.38709 -0.423 -1.405 -1.926
P 4.67226 1.81292 3.11046 0.501 1.046 0.185
O 3.69628 1.94416 1.95495 1.739 -0.575 2.845
O 6.18589 1.93882 2.53449 -1.428 -0.664 0.690
C 7.28761 2.52905 3.22752 0.334 0.641 -1.241
O 4.71910 0.40265 3.92601 0.149 1.206 -0.206
C 5.49047 0.25229 5.15257 -0.095 -0.434 0.815
H 3.50836 4.51092 4.90202 0.076 0.145 -0.293
H 4.32879 4.64948 3.28092 -0.138 0.040 0.159
H 5.28041 4.74179 4.80818 -0.170 0.219 -0.139
H 7.44489 3.41453 2.61166 0.226 0.659 0.632
H 8.19385 1.96287 3.01242 -0.224 -0.524 0.344
H 7.14333 2.74263 4.28661 -0.171 -0.105 -0.230
H 6.49392 -0.16513 5.06927 0.104 0.179 -1.108
H 5.00904 -0.51186 5.76282 -0.496 0.129 -0.190
H 5.59141 1.14648 5.76766 -0.397 0.210 -0.442
C -8.37842 -1.06707 -2.06348 -3.022 -0.561 -0.042
O -7.08789 -0.81100 -1.68489 3.088 2.215 2.149
P -6.72222 0.31311 -0.52233 -1.681 -0.388 -0.332
O -5.28265 0.49207 -0.18146 -1.438 -0.411 -0.785
O -7.51359 1.64096 -1.05585 0.640 -2.924 0.186
C -7.63183 2.77159 -0.24706 0.685 1.727 0.854
O -7.61683 -0.16351 0.78926 1.691 -0.094 -2.181
C -7.35084 -1.52633 1.21226 -0.720 -0.149 1.778
H -8.78569 -1.95357 -1.57733 0.398 -0.401 0.188
H -8.49140 -1.26433 -3.12951 0.457 0.362 -0.040
H -9.08536 -0.30132 -1.74417 0.145 0.387 -0.346
H -7.59467 2.58459 0.82614 -0.200 -0.350 -0.039
H -8.50115 3.38154 -0.49270 -0.185 -0.516 -0.220
H -6.76854 3.40021 -0.46539 0.170 0.244 0.039
H -7.38729 -1.46378 2.29986 -0.026 0.020 0.082
H -6.39972 -2.01858 1.00940 0.116 0.680 -0.799
H -8.18011 -2.18694 0.95924 -0.026 0.182 -0.479
C 6.56609 -0.99819 -2.30661 -0.802 1.107 -0.515
O 6.47896 -1.80785 -1.15034 0.171 -2.048 1.130
P 5.27106 -2.84188 -1.03764 -0.779 -1.563 -0.729
O 3.95102 -2.15812 -0.95953 0.923 -0.712 0.130
O 5.30541 -3.78574 -2.40783 -1.729 2.958 2.616
C 6.35529 -4.66559 -2.64033 0.120 -0.584 0.073
O 5.67862 -3.85191 0.19629 -0.142 1.334 -2.456
C 4.81516 -4.89737 0.69113 -0.694 0.194 1.296
H 7.53233 -0.99811 -2.81108 0.118 -0.535 0.414
H 6.37988 0.01291 -1.94453 -0.031 0.097 -0.305
H 5.78132 -1.29197 -3.00370 0.131 0.207 -0.210
H 5.87430 -5.64358 -2.65758 0.533 -0.299 -0.336
H 7.04426 -4.61763 -1.79705 0.552 -0.195 -0.477
H 6.72476 -4.35210 -3.61671 0.670 -0.585 0.153
H 5.37314 -5.80952 0.90267 0.449 0.450 0.057
H 3.91891 -5.24935 0.18030 0.265 0.699 -1.177
H 4.40446 -4.44702 1.59480 0.167 -0.478 0.345
C -5.02404 -0.11989 -8.20051 1.712 -1.500 -1.873
O -4.18289 -0.05134 -7.02719 -0.440 -0.433 0.813
P -3.11708 -1.18708 -6.67227 -0.163 0.041 0.545
O -2.44121 -0.98497 -5.34498 -0.612 0.108 -1.866
O -3.92751 -2.60611 -6.68357 0.397 2.580 -0.109
C -3.14594 -3.75474 -6.59548 0.557 -2.718 -1.385
O -2.16573 -1.19050 -7.97940 -1.952 -2.024 1.617
C -1.43528 -0.08176 -8.40931 0.379 0.646 -0.139
H -5.47952 -1.09983 -8.34316 -0.995 0.250 1.013
H -4.32803 -0.26352 -9.02697 0.333 0.666 -0.405
H -5.61726 0.74897 -8.48559 -0.012 -0.055 1.153
H -2.48612 -3.81385 -7.46106 0.805 0.445 0.375
H -3.72102 -4.64869 -6.83681 -0.954 0.300 0.242
H -2.67652 -4.04792 -5.65644 0.171 1.041 0.184
H -1.21015 0.52825 -7.53450 0.667 0.114 -0.268
H -2.00873 0.53279 -9.10328 -0.162 -0.067 -0.078
H -0.60015 -0.53547 -8.94299 0.312 0.639 0.253
```
Forces are in eV/Å.

Computed properties:
**Largest force on an atom**: 8.44 eV/A
**Total charge**: +2
**HOMO-LUMO gap**: 1.33 eV
**Total energy**: -6373.385695 a.u.
**2S+1**: 1